[1]
5
Properties=species:S:1:pos:R:3:forces:R:3 method="wB97M-V/def2-TZVPD" homo_lumo_gap_ha="0.390 / 0.208" de_lowest_kcal_mol=0.00 s_squared=0.752 spin_multiplicity=2
C -1.263774 -0.761060 -0.000047 6.35 -2.74 0.00
O -1.782160 0.281170 -0.000105 -2.00 1.41 0.00
Cl 1.837550 0.264527 0.000081 0.03 -0.02 0.00
H -0.638113 -1.240100 0.913429 -2.19 0.68 -0.61
H -0.638023 -1.240167 -0.913398 -2.19 0.68 0.61


[2]
9
Properties=species:S:1:pos:R:3:forces:R:3 method="wB97M-V/def2-TZVPD" smiles="N#CCC(=S)C#N" homo_lumo_gap_ha=0.289 de_lowest_kcal_mol=33.68
N -1.585942 -1.899273 -0.291549 -0.08 -0.25 0.30
C -1.140897 -0.844948 -0.252890 -0.42 -0.38 -1.07
C -0.621406 0.508968 -0.416858 -0.36 -0.98 -0.05
C 0.789539 0.555670 0.201136 -1.36 4.53 -3.29
S 1.693659 1.904384 0.104635 -0.24 -0.34 0.26
C 1.284798 -0.590870 0.676705 2.72 -5.61 3.55
N 1.717087 -1.532360 1.232559 -0.99 2.10 -1.50
H -0.862011 0.844627 -1.473786 1.14 -0.22 1.21
H -1.274827 1.053800 0.220048 -0.42 1.16 0.58


[3]
14
Properties=species:S:1:pos:R:3:forces:R:3 method="wB97M-V/def2-TZVPD" smiles="C=CO.CC=O" homo_lumo_gap_ha=0.350 de_lowest_kcal_mol=40.32
C 2.794668 0.355623 0.954141 -0.09 0.04 -0.06
C 1.630109 0.885689 0.591034 0.17 -0.10 0.22
O 1.346767 1.228693 -0.690487 -0.04 0.08 0.04
H 3.572157 0.170461 0.219701 -0.08 0.03 0.10
H 2.988208 0.113471 1.992549 -0.08 0.05 -0.15
H 0.837591 1.077841 1.317488 0.13 -0.01 -0.13
H 0.404575 1.472827 -0.742104 0.12 -0.02 -0.03
C -2.433405 -1.158242 -0.388475 -0.07 0.05 0.04
C -1.302619 -0.228566 -0.696935 -0.13 0.29 0.07
O -1.375805 0.979203 -0.577715 0.02 -0.52 -0.05
H -2.104400 -1.892090 0.356566 -0.02 0.09 -0.11
H -3.290594 -0.596550 -0.013029 0.09 -0.10 -0.06
H -2.712876 -1.719076 -1.287706 0.07 0.07 0.09
H -0.354374 -0.689283 -1.035022 -0.09 0.05 0.03


[4]
19
Properties=species:S:1:pos:R:3:forces:R:3 method="wB97M-V/def2-TZVPD" smiles="COCCNC=O.O" homo_lumo_gap_ha=0.363 de_lowest_kcal_mol=46.57
C 0.000000 0.000000 0.000000 0.25 0.40 0.18
O -0.677579 0.230713 1.231775 -0.45 0.12 -0.65
C 0.172428 0.296552 2.339643 0.40 -0.36 0.73
C -0.645247 0.684036 3.589847 -0.25 -1.06 0.88
N 0.116787 0.467800 4.872938 -1.15 3.59 -2.34
C 0.299954 -0.696490 5.401707 0.89 -5.67 -0.04
O 0.124432 -1.853926 4.850096 0.26 4.32 1.84
H 0.768941 0.783149 -0.109581 -0.07 -0.25 -0.21
H -0.705242 0.078791 -0.844420 0.12 -0.01 0.61
H 0.492982 -0.985709 -0.044152 -0.18 0.20 0.20
H 0.634759 -0.696749 2.497897 -0.10 0.37 0.18
H 0.990005 1.031505 2.209784 -0.22 -0.10 -0.16
H -1.502624 0.000247 3.740823 0.24 0.32 -0.75
H -1.040652 1.717498 3.557312 0.47 -0.52 0.02
H 0.251776 1.316523 5.427891 0.14 -0.77 -0.08
H 0.756475 -0.581187 6.414607 -0.33 -0.50 -0.33
O 0.969973 3.429823 7.439501 0.05 1.11 0.29
H 1.716991 4.054971 7.300182 -0.81 -0.65 0.17
H 0.306225 3.946356 7.950264 0.73 -0.53 -0.54


Number 1: energy -15635.8773 eV. Number 2: energy -17993.3741 eV. Number 3: energy -8371.5331 eV. Number 4: energy -11958.0901 eV.